(1)
Below is a molecular structure, C26H22BrCrF5N2O4S in a non-equilibrium geometry, with properties calculated with ωB97M-V/def2-TZVPD.

Each line ends with the Löwdin spin population.
Element x y z (Å)
Br 0.267671 -0.034818 3.457936  0.00
Cr 0.042092 -0.104566 0.944283  1.00
S -0.213680 2.384513 0.601752  0.00
F 2.279520 -5.777042 2.095759  0.00
F 1.959666 -3.063260 2.086703  0.00
F 0.426697 -7.364052 0.920030  0.00
F -1.742638 -6.249559 -0.289842  0.00
F -2.051335 -3.539908 -0.296692  0.00
O -0.363256 -0.160946 -1.084904  0.00
O -0.241743 -1.953230 0.901606  0.03
O -1.197723 2.099415 1.683881  0.00
O -1.606007 -0.823686 -2.755527  0.00
N -2.560728 -0.564296 -0.692103  0.00
N -2.374935 -0.331946 0.671091  0.00
C 4.932417 0.027946 3.429571  0.00
C -0.830996 -5.477177 0.294234  0.00
C 0.274782 -6.044316 0.907678  0.00
C 2.870942 -0.025931 4.668846  0.01
C 2.801533 0.018312 2.221643  0.00
C 0.407290 4.064254 0.858978  0.00
C -2.527290 2.959001 -0.772002  0.00
C 1.221255 -5.228335 1.510733  0.00
C -0.975860 -4.106318 0.293866  0.00
C 4.156902 0.023591 -0.206725  0.00
C -2.663417 3.182141 -3.177628  0.00
C -1.285370 2.986786 -3.254140  0.00
C 2.746872 0.032025 -0.172137  0.01
C -3.268727 3.181977 -1.920923  0.00
C -1.163318 2.748136 -0.878207  0.00
C -0.049997 -3.247237 0.901590  0.00
C 4.879086 0.026159 0.953272  0.01
C 1.059082 -3.857511 1.503534  0.00
C 4.278178 0.003204 4.629863  0.00
C 4.222314 0.026634 2.206516  0.00
C -1.471215 -0.520430 -1.488413  0.00
C -3.485863 3.389332 -4.418172  0.00
C -2.873502 -1.217090 -3.291216  0.00
C 2.196443 -0.014148 3.488354  0.00
C 2.053062 0.027626 1.013915  -0.05
C -0.532508 2.769480 -2.113205  0.00
H -0.471563 4.700515 0.939924  0.00
H -2.899884 0.478557 0.979012  0.00
H -4.334558 3.361477 -1.843024  0.00
H 0.538108 2.611232 -2.181725  0.00
H -3.374092 -1.080688 -0.979840  0.00
H -2.728139 -1.267045 -4.364699  0.00
H 2.340506 -0.059472 5.610890  0.00
H -0.793746 2.997549 -4.218962  0.00
H -3.830563 4.422911 -4.482061  0.00
H 4.666295 0.012783 -1.161645  0.00
H -2.989299 2.969807 0.208552  0.00
H 2.204978 0.024916 -1.112798  0.00
H -2.914703 3.169298 -5.318176  0.00
H 1.024663 4.342874 0.006306  0.00
H -4.373194 2.754965 -4.406993  0.00
H -3.161810 -2.201555 -2.919914  0.00
H -2.645415 -1.150543 1.204434  0.00
H 6.014910 0.044470 3.400960  0.00
H 4.827947 0.002111 5.560803  0.00
H -3.645053 -0.478774 -3.065843  0.00
H 5.961667 0.017523 0.930982  0.00
H 0.987231 4.082337 1.780025  0.00

Forces on the atoms, in the same order (eV/Å):
0.4552 -0.0044 0.1812
-0.4770 -1.6143 -0.1105
-0.3347 1.2845 -0.8606
0.0652 0.0120 0.0388
0.1485 -0.1096 0.0981
0.0108 -0.0359 -0.0092
-0.0413 -0.0201 -0.0246
-0.0824 -0.1202 -0.0409
0.3355 0.1569 0.2585
0.0542 1.4286 -0.1413
-0.1575 -0.3807 0.3009
0.1605 0.0493 -0.0676
-0.0863 -0.0391 -0.0821
0.3244 0.2155 0.2710
0.0429 -0.0187 0.1412
0.0997 -0.0318 0.0364
-0.0130 0.0656 0.0002
-0.3073 -0.0117 -0.0032
0.1667 -0.0010 0.0393
0.2404 -0.4441 0.1863
0.0146 0.0462 0.2370
-0.0654 -0.0993 -0.0681
0.1419 0.5228 0.1324
0.1919 -0.0170 0.0559
-0.0255 -0.0524 0.0020
0.0094 0.0163 -0.0046
-0.2187 0.0154 -0.0342
0.0222 -0.0145 -0.0735
0.1939 -0.1437 -0.1045
0.2757 -0.8789 0.1300
-0.0489 -0.0069 -0.1203
-0.3051 0.4152 -0.1068
0.1259 0.0077 -0.0961
-0.2012 0.0002 -0.0162
-0.1007 -0.0199 0.1032
-0.0281 0.0517 0.0209
-0.2096 -0.0452 -0.0798
-0.1631 -0.0178 0.0847
-0.4132 0.0553 -0.1349
0.1294 -0.0021 0.1229
-0.0379 -0.0182 -0.0233
-0.0731 0.0524 -0.1061
0.0047 -0.0222 0.0092
-0.0217 -0.0719 -0.0583
-0.0809 0.0040 -0.0369
-0.0018 -0.0236 0.0153
0.0389 0.0056 0.0048
-0.0223 -0.0109 -0.0018
0.0090 -0.0015 -0.0092
0.0025 -0.0009 0.0011
-0.0457 -0.0459 -0.0278
0.0153 0.0066 0.0114
0.0009 0.0026 0.0078
-0.0228 -0.0100 0.0021
0.0124 0.0106 -0.0133
0.0508 -0.0108 0.0241
0.1370 -0.0841 -0.0093
-0.0053 -0.0072 -0.0029
0.0236 -0.0074 -0.0158
0.0651 0.0481 -0.0108
0.0024 0.0174 -0.0039
0.0190 -0.0469 -0.0181

Properties
- HOMO (spin up / spin down) (eV) = -10.611 / -10.759
- spin multiplicity = 2
- expectation value of S² = 0.77
- LUMO energy (spin up / spin down) (eV) = -3.629 / -3.182
- orbital gap (spin up / spin down) (eV) = 6.9815 / 7.5768
- net charge = +1

(2)
Below is C26H22F3N5 in the gas phase in a non-equilibrium geometry, with properties calculated with ωB97M-V/def2-TZVPD.

Each line ends with the Mulliken charge.
Element x y z (Å)
F -7.537368 -1.066693 -0.065464  -0.34
F 5.775895 -2.925166 -2.157823  -0.33
F -3.186188 1.477793 -3.369629  -0.37
N 3.514778 2.796082 1.319315  -0.47
N 0.682926 -0.195846 1.427737  0.30
N 3.029318 1.556781 1.235531  1.02
N 1.722487 2.881819 0.151653  -0.10
N 2.734054 3.558791 0.678439  -0.87
C 1.064951 0.431606 0.160931  0.64
C 1.896509 1.625263 0.489809  -1.02
C 3.994896 -1.852079 0.789496  -0.05
C 4.248178 -0.487049 0.764493  0.22
C 3.676758 0.419441 1.825991  -1.21
C 5.277597 -2.123694 -1.197278  0.39
C -0.890349 1.864271 -0.608256  -0.04
C -3.554681 -0.786131 0.941816  -0.25
C -1.327440 0.166437 -2.764579  -0.70
C -4.263095 0.336769 0.514562  -0.14
C -5.562622 -2.105491 0.687881  -0.73
C -0.057695 0.768665 -0.799875  -0.16
C 5.027865 0.047022 -0.255655  -0.08
C -2.153416 1.249761 -2.533174  0.59
C -2.128861 -0.661720 1.287463  1.17
C -1.939726 2.111848 -1.474259  -1.19
C -0.277717 -0.061603 -1.893546  -0.14
C -4.224616 -2.005205 1.019338  -0.19
C -1.202775 -1.740721 0.795609  -1.22
C 0.221493 -1.566135 1.339790  -1.08
C -1.663012 0.391403 1.955329  -0.68
C -5.598162 0.252717 0.171422  -0.94
C -0.209016 0.581114 2.271566  -1.13
C 5.545800 -0.767154 -1.245550  -0.78
C 4.510630 -2.681564 -0.190236  -0.76
C -6.232323 -0.972751 0.264298  0.38
H 0.927343 -2.132641 0.726649  0.41
H 0.261048 -1.963296 2.360286  0.52
H -6.146316 1.116597 -0.169449  0.44
H -1.505647 -0.476738 -3.611726  0.47
H -0.022640 0.275250 3.312136  0.46
H -2.332756 1.150337 2.330877  0.58
H 4.473308 0.816059 2.462788  0.33
H 1.731544 -0.291652 -0.333408  0.84
H 4.324983 -3.743860 -0.183006  0.44
H -3.707788 -2.887746 1.364172  0.39
H -1.204116 -1.718141 -0.297564  0.20
H -1.572203 -2.722389 1.097329  0.80
H -2.584194 2.966410 -1.341781  0.44
H 0.057752 1.637745 2.197977  0.45
H -3.750829 1.282393 0.431755  0.40
H 0.383770 -0.898098 -2.074366  0.45
H 6.150388 -0.366538 -2.043205  0.45
H 5.231899 1.107579 -0.275495  0.48
H 3.393345 -2.269981 1.582640  0.45
H -6.087499 -3.045502 0.754077  0.44
H 2.947060 -0.120912 2.434739  0.40
H -0.707046 2.550421 0.200895  0.41

Forces on the atoms, in the same order (eV/Å):
0.0914 0.0087 0.0089
-0.0245 0.0507 0.0485
0.0911 -0.0009 0.0739
1.0603 -0.2751 0.7336
0.1167 0.0341 0.0300
-1.1951 0.4511 -0.5974
-0.7252 -0.5844 -0.4303
0.2186 0.9955 -0.0342
-0.1748 -0.1142 -0.0539
0.7077 0.0066 0.3054
0.0757 0.2309 -0.0082
-0.0360 -0.0507 0.0516
0.4350 -0.3500 0.3177
-0.1021 0.0333 0.1497
-0.0709 -0.0302 -0.1865
-0.1861 0.1095 -0.0420
-0.2412 0.0934 -0.1305
0.0280 -0.1612 0.0464
-0.2377 0.0706 -0.0889
0.1775 -0.1248 -0.2159
-0.0495 -0.1300 0.0569
0.1299 -0.0963 0.0349
0.1794 0.0029 0.1934
-0.0788 -0.0199 -0.1200
0.0529 0.2482 0.1187
0.0643 0.1279 -0.0314
0.1969 0.1271 0.0499
-0.0957 -0.1961 -0.0655
0.0374 -0.2465 0.0897
-0.2769 -0.1330 -0.0049
0.0859 -0.0201 0.0969
0.0229 -0.1650 -0.0687
0.1607 -0.0777 -0.2460
0.1498 0.0229 0.0491
0.0134 -0.0430 0.0577
0.0168 -0.0883 -0.0626
-0.0805 0.0771 -0.0448
-0.0459 -0.0439 -0.0950
-0.0249 0.1595 -0.0495
-0.2199 0.0811 0.0347
-0.1572 -0.0124 -0.0434
-0.1325 0.0952 0.0262
-0.0037 -0.1129 -0.0290
0.0602 -0.0831 0.0103
-0.0685 -0.1113 0.0707
-0.0160 -0.0451 -0.0398
-0.0893 0.0904 -0.0018
0.0170 0.0087 0.0607
0.0529 0.0746 -0.0281
0.0656 -0.0885 0.0102
0.0693 0.0163 -0.0979
0.0037 0.1268 -0.0199
-0.1000 -0.0495 0.0941
-0.0786 -0.0751 0.0051
0.1406 0.1216 -0.0669
-0.0102 0.0646 0.0777

Properties
- HOMO (eV) = -8.543
- LUMO energy (eV) = 0.449
- SMILES string = Fc1ccc(Cn2nnnc2[C@H](c2ccc(F)cc2)N2CC=C(c3ccc(F)cc3)CC2)cc1
- orbital gap (eV) = 8.9927
- energy relative to the best compared isomer or geometry (same formula, charge and spin) (kcal/mol) = 2.3